1.
DFT (ωB97M-V/def2-TZVPD) results for a 3-piece molecular cluster, C23H34BrF7NO7S overall.

CARTESIAN COORDINATES (ANGSTROEM)
H -3.26524 2.42860 1.94665
H -0.05721 -1.21891 -1.54887
O -2.82620 -3.11354 0.74601
C -3.54231 2.15019 0.92504
H 5.60507 -3.37497 3.84098
H -0.66278 2.06958 1.58520
C -7.21947 -0.76655 -0.64173
C -2.27822 1.66877 0.17544
H -1.82634 -1.00792 -2.76786
H 3.09166 3.24742 -1.10808
H 4.79714 0.89938 -2.05755
H 4.55856 -1.22238 2.12899
O 7.32259 -0.71319 1.53963
F -5.62700 -1.47880 -2.19095
H 4.10081 -1.56635 4.52479
H 2.60391 1.87371 -2.12155
C -1.84283 1.07681 -2.27202
H 0.09540 0.75497 -3.14586
H 5.95848 0.83924 0.04926
O -2.55789 3.18699 -1.56528
F -7.75437 0.15359 -1.43971
O 3.98755 1.06236 0.62287
C -2.29019 -0.36299 -2.01535
C -0.59274 -1.67549 -0.70998
C 0.42688 -1.68608 0.43703
H 0.86726 -0.69163 0.53891
C 5.16292 1.57379 -0.04688
H 5.46551 -0.53812 4.96003
C -1.09835 2.52812 0.69726
F -5.20957 0.36543 -1.09440
F -5.53924 -2.82960 0.26319
H -3.94591 3.03676 0.43344
H -4.30800 1.38307 0.99832
H 2.30118 -2.68091 0.88413
H 1.13651 -3.68226 0.03411
C 1.54736 -2.66864 0.09277
O 1.77756 1.17549 0.39402
N -2.49126 1.94722 -1.26757
H -2.71163 -0.14219 1.25944
H 5.11486 0.33591 2.76288
H -3.48072 1.57874 -3.60582
H 2.00352 -2.40863 -0.86691
O -3.31199 -2.93828 -1.66947
H 5.30151 2.58700 -1.98296
C 3.23915 2.18215 -1.29554
H -0.77803 -2.71161 -1.02272
H 6.53800 -2.67630 5.17700
H -3.35843 -0.40401 -2.21696
F -7.39831 -0.39137 0.61914
C -5.70345 -0.88305 -0.99176
F -7.84516 -1.91374 -0.84601
F -4.84397 -0.99745 1.20815
C -4.87768 -1.67707 0.05408
H 0.16440 0.93276 -1.35726
C 5.24481 -0.73790 2.82399
H -1.97403 2.41273 -3.99447
H -0.33431 2.70746 -0.05725
H -1.48542 3.50892 0.99063
C 6.07691 -2.46426 4.21580
Br -0.23976 -2.15091 2.20472
C 2.87027 1.42920 -0.03364
H -1.03966 0.14991 1.03070
S -3.16016 -2.29605 -0.38735
H -2.16608 0.67716 -4.37440
C 4.71347 1.82191 -1.48159
H 5.46591 2.49258 0.45936
C 6.65949 -1.13010 2.44700
C -1.98860 0.16550 0.50053
H -0.11994 2.34060 -2.39636
C 5.11342 -1.28344 4.24560
C -1.95636 -0.91467 -0.60683
C -0.32179 1.27120 -2.27468
C -2.39391 1.46600 -3.65338
O 7.11244 -2.08182 3.29190

## Properties
HOMO-LUMO gap (spin up / spin down) in eV: 8.66 / 9.97
HOMO level (spin up / spin down) in eV: -8.344 / -9.682
LUMO energy (spin up / spin down) in eV: 0.3 / 0.3
Multiplicity: 2

2.
DFT (ωB97M-V/def2-TZVPD) results for a single C3H7NO2 molecule.

CARTESIAN COORDINATES (ANGSTROEM)
H 2.56472 0.15491 -1.62545
H 2.51105 0.93728 -0.00091
H 2.58328 -0.83260 -0.12634
H -2.69949 -0.93417 -0.64326
N -1.15941 -0.06824 0.49764
O 0.82503 -0.06376 1.57328
C 2.20118 0.07609 -0.60005
C 0.19650 -0.03775 0.53157
O 0.77430 0.02965 -0.68707
H -1.52792 -0.11132 1.43454
C -2.04301 -0.05568 -0.64766
H -1.44214 -0.07373 -1.55782
H -2.66770 0.84555 -0.65695

## Properties
HOMO-LUMO gap in eV: 10.59
Energy above the lowest of the compared OMol25 structures with the same formula, charge and spin in kcal/mol: 13.66
HOMO level in eV: -9.674
SMILES: CNC(=O)OC
LUMO energy in eV: 0.9

3.
DFT (ωB97M-V/def2-TZVPD) results for a 3-piece molecular cluster, C16H43N7O6P2 overall in a non-equilibrium geometry.

CARTESIAN COORDINATES (ANGSTROEM)
H 2.34129 0.24602 -1.40298
H -2.10567 -4.33328 3.40615
H -0.13724 -2.80782 4.96313
H 3.29160 -0.54397 2.01060
N 1.28652 -1.00197 2.52836
H -0.55339 0.85267 0.49158
H -0.38688 -4.57871 3.03324
O 0.40029 -2.82564 1.10715
C -9.29528 -1.17810 1.34627
H 2.07374 0.40105 1.13744
H 1.70784 1.89635 -1.53382
H 3.49298 2.34253 -4.82591
P -0.16388 -1.66514 1.88740
O -5.51900 -1.37592 2.76726
C -6.18509 -1.88421 1.90355
P 4.74831 1.53374 -2.21777
O -10.12889 -0.66983 -0.81081
H 2.48842 -0.05317 3.96595
C 6.42325 3.54138 -1.50322
C 2.72148 2.18232 -4.07617
N 5.42098 0.98547 -3.74394
H -1.40678 1.78129 1.73301
O -7.36945 -2.45323 2.22837
H 5.74198 4.93942 -3.41374
H -1.90285 -2.72359 4.96669
H 1.91092 1.65929 -4.59529
C 2.07113 1.03091 -2.10363
H 7.24141 0.60838 -4.75935
H -6.33893 -1.54092 0.02418
O 4.17535 1.66931 -0.82393
H 6.24997 3.15179 -0.49827
N 3.19253 1.38789 -2.96140
H -1.53899 -4.13635 1.76286
H 0.25522 1.33959 1.99261
H -7.70182 0.18171 -0.99455
H 7.40775 3.17633 -1.83295
O -5.72254 -1.95854 0.63096
H -8.95778 -0.55799 2.17023
H 2.36571 -1.29219 0.73443
H 1.24009 0.64170 -2.69868
H 2.32792 3.15302 -3.74855
H 5.50773 -1.11415 -3.29034
C -9.28675 -0.45670 0.01865
H -8.56938 1.41060 -0.32247
H 4.02147 -0.59380 -4.08743
H -9.03135 -3.28717 1.46270
C 5.13170 4.04211 -3.51489
H 0.77556 0.19025 4.22494
H 1.54005 -1.37362 4.58853
H 5.49603 -0.71151 -5.01708
H -3.02064 -1.26769 2.36595
C 1.51795 -0.54174 3.88118
H -3.14040 0.45109 2.12785
N 5.35058 3.13951 -2.40336
H 5.38879 3.60556 -4.48835
C -0.68293 0.98368 1.56939
H 7.40089 0.60616 -2.99798
C 5.09447 -0.43530 -4.04161
C 2.29851 -0.58592 1.56425
C -1.00149 -2.32082 4.49312
N -8.20278 0.48141 -0.16575
C 6.89557 1.08242 -3.84161
H -2.67188 -0.59579 0.77454
H 4.09756 4.38824 -3.55091
C -1.26975 -3.96992 2.80219
H -10.31667 -1.47132 1.55713
N -1.04277 -2.55654 3.06578
H -8.05030 -2.58265 0.22277
C -8.39848 -2.43664 1.24297
N -1.13645 -0.25615 2.23779
H 7.21802 2.12080 -3.90155
H -0.99229 -1.26029 4.73631
C -2.56342 -0.43140 1.85154
H 6.48065 4.62570 -1.41070

## Properties
HOMO-LUMO gap in eV: 7.67
HOMO level in eV: -7.818
SMILES: CN(C)P(=O)(N(C)C)N(C)C.CN(C)P(=O)(N(C)C)N(C)C.NC(=O)CCOC(=O)O
LUMO energy in eV: -0.1

4.
DFT (ωB97M-V/def2-TZVPD) results for a single C4H5NO molecule in a non-equilibrium geometry.

CARTESIAN COORDINATES (ANGSTROEM)
C -0.16813 0.35297 -1.17800
H -0.28512 -0.91025 1.84176
C -1.14572 -0.40033 -0.29323
C -0.23494 -0.35464 0.91081
H -0.38683 1.43902 -1.01525
O -2.10917 -1.07003 -0.56287
H -0.12850 0.17863 -2.24538
H 1.20101 1.03976 1.62022
H 1.75772 -0.92620 0.13904
N 0.58752 0.86274 0.84329
C 0.91218 -0.21166 -0.06038

## Properties
HOMO-LUMO gap in eV: 10.01
Energy above the lowest of the compared OMol25 structures with the same formula, charge and spin in kcal/mol: 75.61
HOMO level in eV: -9.089
SMILES: O=C1C[C@H]2N[C@@H]12
LUMO energy in eV: 0.9

5.
DFT (ωB97M-V/def2-TZVPD) results for a 2-piece molecular cluster, C26H54BN4O10 overall in a non-equilibrium geometry.

CARTESIAN COORDINATES (ANGSTROEM)
N 1.04815 1.05340 0.25700
H 4.20572 -1.38986 -1.61712
H 2.83089 4.61125 -0.52185
H -0.39433 2.13702 3.66442
H -6.49830 -6.92229 0.34961
C -2.71799 -2.42743 0.38612
C 2.93831 1.52340 -3.79780
H 1.21702 0.30446 -4.38342
H -2.76876 -3.51310 0.50855
N 3.08959 -3.28213 -4.87597
H 4.82498 -3.48530 -3.74197
H 1.63593 -0.98696 -2.37487
C 2.37649 -1.67111 -0.46068
H 2.32039 0.69597 -5.70221
C 3.90193 -2.89269 -3.71615
C 0.26261 1.70008 2.90724
C -0.72134 -0.73406 -0.05142
O 0.04148 -1.19625 -1.18109
C 1.50822 1.06034 3.56006
H 2.07019 3.48399 4.38621
C 1.55714 0.68925 -1.11715
O -5.34986 -4.91260 1.22998
C -5.51110 1.50249 -0.48831
H 3.71766 2.04499 -4.35660
C 2.83094 3.28005 3.62194
H -0.58365 -2.79874 0.36829
H -6.25771 2.29917 -0.41926
H 2.09248 -3.09707 -2.56416
O -5.37445 -0.01308 1.43270
H 0.84810 -0.67657 1.40200
C -1.84342 0.14538 -0.60957
H -5.83961 -1.89947 0.80799
H -6.87775 -3.73846 2.80697
C 3.58273 -2.21134 -1.23874
C 1.40553 -0.82058 -1.31742
H -4.85233 -1.00039 -0.34532
H 3.37328 -4.18529 -2.07383
H 4.21649 -2.75152 -0.52741
H 2.73125 -1.09978 0.40969
H -2.30202 -0.35984 -1.46497
H -1.44754 1.32512 1.67702
C 2.60277 4.22203 2.44099
H -8.20516 -4.82976 2.62731
H 1.96323 5.06654 2.72471
O 3.93954 6.79804 1.28265
C 3.80139 5.09557 -0.36050
N -7.05460 -6.38091 0.98485
H 3.59172 1.29746 3.95612
H 1.35813 1.02666 4.64506
H -1.01898 -0.02193 2.72809
H -3.25208 -0.98569 1.94216
H 0.88693 1.17924 -1.83270
C 3.86662 5.66082 1.02968
H 4.21162 -1.83657 -3.76039
H -4.02704 -2.55015 2.08013
H 4.58993 4.35391 -0.51088
C 3.17663 -3.15544 -2.38852
N -7.27358 -4.55457 2.37956
H 2.10054 -3.24846 -4.64999
C -1.26806 -2.00129 0.67070
H 0.54282 1.93897 0.20386
C -0.60433 0.74858 2.07191
H -2.98910 -2.24163 -0.65916
H -4.65834 1.88386 -1.05740
C -5.05586 1.19672 0.91738
C -6.48686 -5.25986 1.51284
O 3.87952 4.72019 2.03226
H -7.98205 -6.68893 1.20759
H 1.80629 -2.51871 -0.06225
H 2.13327 3.70225 1.58772
H -5.94427 0.64991 -1.00989
H 1.59928 0.00631 3.25945
O -2.12347 2.42315 -0.44274
H -2.60587 0.34941 0.14425
H 3.22280 1.61174 2.29065
C 2.84423 1.77516 3.31362
O -1.31177 1.40020 -1.07414
B 3.05986 1.18199 -1.39339
H 3.54300 2.42911 0.14002
H -1.92504 3.18150 -1.01937
C -3.73039 -1.78232 1.35795
C -4.99936 -1.20660 0.72098
O 3.58017 0.97250 -2.62695
H 0.55697 2.55303 2.27875
H -1.16896 -1.88611 1.75534
H 2.20507 2.28577 -3.50285
H 3.78689 3.57073 4.06766
O 3.84893 1.67321 -0.37387
H 3.89865 5.90980 -1.07958
H 1.86051 1.19872 0.86566
O -4.50611 1.98654 1.59823
H 3.23085 -2.65440 -5.65949
C 0.15761 0.04015 0.94791
C 2.27380 0.43972 -4.63965
H 2.78432 -0.51664 -4.49085

## Properties
HOMO-LUMO gap in eV: 8.60
Energy above the lowest of the compared OMol25 structures with the same formula, charge and spin in kcal/mol: 0.00
Net charge: +1
HOMO level in eV: -11.273
LUMO energy in eV: -2.7

6.
DFT (ωB97M-V/def2-TZVPD) results for a single C7H10O2 molecule.

CARTESIAN COORDINATES (ANGSTROEM)
C 0.55219 -0.90020 -0.11871
H 0.86197 -2.98056 -0.12018
H -0.74828 1.25257 -1.42326
H -1.31677 2.11267 2.20849
C 1.05738 0.46100 -0.50143
C -1.51285 1.34422 1.43940
H -1.57275 -0.64442 -0.14179
H 0.74717 1.97086 -2.01946
H -0.98532 -1.95241 0.92730
O -2.23326 1.53164 0.50064
H 2.11322 0.38453 -0.77398
C 1.23241 -2.00911 -0.37614
O -0.33959 -0.18692 2.81258
C -0.79682 -0.94336 0.56630
H 2.19625 -1.98219 -0.85992
C -0.81770 0.01087 1.72755
H 0.29873 0.34286 -2.51323
H 0.97784 1.14211 0.35358
C 0.28617 1.04584 -1.68773

## Properties
HOMO-LUMO gap in eV: 8.93
Energy above the lowest of the compared OMol25 structures with the same formula, charge and spin in kcal/mol: 23.09
HOMO level in eV: -9.497
SMILES: C=C(CC)CC(=O)C=O
LUMO energy in eV: -0.6